(1)
17
Properties=species:S:1:pos:R:3:mulliken_charge:R:1 method="wB97M-V/def2-TZVPD" total_energy_ha=-346.88958 fmax_ha_per_bohr=0.0121 homo_ev=-9.17 relative_energy_kcal_mol=85.2 total_charge=0
C -2.14 0.26 -0.44 -1.4735
C -0.89 0.20 0.42 0.5589
O -0.37 -1.13 0.36 -0.3489
C 0.95 -1.22 0.61 -0.1551
C 1.70 -0.25 1.15 -0.7573
C 0.09 1.24 -0.17 -0.1735
O 0.42 1.23 -1.33 -0.4845
H -2.83 -0.55 -0.18 0.3594
H -1.84 0.17 -1.49 0.3393
H -2.64 1.22 -0.30 0.3936
H -1.09 0.45 1.47 0.2471
H 1.61 -1.24 -1.82 0.1303
H 1.36 -2.16 0.27 0.5234
H 1.28 0.58 1.69 0.3124
H 2.78 -0.27 1.05 0.2518
H 0.35 2.09 0.49 0.3947
H 1.25 -0.59 -1.87 -0.1181

(2)
17
Properties=species:S:1:pos:R:3:mulliken_charge:R:1 method="wB97M-V/def2-TZVPD" total_energy_ha=-346.90136 fmax_ha_per_bohr=0.0273 homo_ev=-9.57 relative_energy_kcal_mol=77.9 total_charge=0
O 2.16 -0.06 0.99 -0.5117
C 1.50 -0.71 -0.09 -0.5305
C 0.04 -1.05 0.28 -0.4446
C -0.45 1.78 0.34 -0.5845
C -1.72 1.50 0.11 -0.5525
O -2.06 -0.88 -0.94 -0.4812
C -0.88 -1.11 -0.89 -0.0821
H 3.07 0.13 0.70 0.3056
H 1.53 -0.07 -0.98 0.3444
H 2.00 -1.65 -0.33 0.3578
H -0.30 -0.59 1.21 0.4235
H 0.08 1.43 1.23 0.3492
H 0.14 2.37 -0.35 0.2174
H -2.24 1.91 -0.76 0.2663
H -2.31 0.83 0.72 0.2929
H -0.35 -1.63 -1.72 0.3249
H -0.18 -2.14 0.39 0.3052

(3)
17
Properties=species:S:1:pos:R:3:mulliken_charge:R:1 method="wB97M-V/def2-TZVPD" total_energy_ha=-346.84382 fmax_ha_per_bohr=0.0729 homo_ev=-7.88 relative_energy_kcal_mol=114.0 total_charge=0
O 2.82 -0.25 0.86 -0.4812
C 1.51 -0.53 0.61 -0.1840
C 0.61 0.42 1.04 -0.4012
C -0.46 1.16 0.29 -0.8580
C -1.84 0.55 0.04 -0.3534
O -1.64 -0.76 -0.43 -0.3305
C -0.53 -0.92 -1.30 -0.6867
H 3.36 -1.05 0.80 0.3664
H 0.66 -0.62 -0.92 0.1785
H 1.30 -1.59 0.49 0.4133
H 0.92 0.86 1.98 0.3399
H -0.58 2.16 0.73 0.4361
H -0.06 1.30 -0.72 0.3534
H -2.37 1.18 -0.70 0.2699
H -2.47 0.49 0.94 0.3199
H -0.74 -0.39 -2.25 0.3102
H -0.49 -2.00 -1.46 0.3075

(4)
17
Properties=species:S:1:pos:R:3:mulliken_charge:R:1 method="wB97M-V/def2-TZVPD" total_energy_ha=-346.91442 fmax_ha_per_bohr=0.0099 homo_ev=-9.44 relative_energy_kcal_mol=69.7 total_charge=0
C 2.00 1.13 -0.49 -1.2476
C 0.85 0.18 -0.72 0.5799
O 0.87 -0.67 -1.58 -0.5579
C -0.32 0.34 0.24 0.2410
C -1.25 -0.86 0.41 -0.5728
C -0.64 -0.93 1.82 -0.4152
O 0.15 0.26 1.60 -0.4510
H 2.65 1.14 -1.36 0.3552
H 1.64 2.14 -0.26 0.3422
H 2.57 0.79 0.39 0.2902
H -1.81 0.27 -2.47 0.1974
H -1.21 -0.18 -2.40 -0.2058
H -0.82 1.31 0.04 0.3686
H -2.31 -0.63 0.38 0.2966
H -1.03 -1.69 -0.26 0.2785
H -0.01 -1.80 2.01 0.2429
H -1.34 -0.79 2.65 0.2577

(5)
17
Properties=species:S:1:pos:R:3:mulliken_charge:R:1 method="wB97M-V/def2-TZVPD" total_energy_ha=-346.84979 fmax_ha_per_bohr=0.0064 homo_ev=-8.27 relative_energy_kcal_mol=110.2 total_charge=0
C 0.00 -1.84 1.10 -1.4278
C -0.08 -0.35 0.94 0.4379
O 1.26 0.14 0.50 -0.3090
C 1.11 1.11 -0.32 -0.2800
C -0.26 1.58 -0.42 -0.4693
C -1.02 0.14 -0.21 -0.1009
O -1.02 -0.64 -1.26 -0.7424
H 0.87 -2.14 1.70 0.3666
H 0.05 -2.29 0.10 0.3142
H -0.91 -2.20 1.59 0.3697
H -0.28 0.18 1.89 0.3175
H 0.99 0.25 -2.18 0.0509
H 2.01 1.51 -0.77 0.4835
H -0.51 2.16 0.48 0.3258
H -0.49 2.14 -1.32 0.2638
H -2.02 0.39 0.20 0.3803
H 0.30 -0.15 -2.02 0.0193

(6)
17
Properties=species:S:1:pos:R:3:mulliken_charge:R:1 method="wB97M-V/def2-TZVPD" total_energy_ha=-346.85505 fmax_ha_per_bohr=0.0236 homo_ev="-7.23 / -7.28" relative_energy_kcal_mol=106.9 total_charge=0
C 0.00 2.10 0.29 -1.1932
C -0.68 -0.75 1.00 -0.4328
O -1.54 -0.42 0.07 -0.2855
C -1.06 -0.47 -1.15 -0.4069
C 0.27 -1.14 -1.12 -0.4932
C 0.63 -1.19 0.40 0.0272
O 1.78 -0.45 0.77 -0.5722
H -0.94 2.63 0.45 0.3078
H 0.73 2.76 -0.18 0.3538
H 0.38 1.79 1.27 0.3125
H -0.97 -0.58 2.02 0.4181
H -0.22 1.28 -0.41 0.2788
H -1.75 -0.29 -1.96 0.3989
H 0.20 -2.15 -1.53 0.2945
H 1.06 -0.62 -1.69 0.2570
H 0.88 -2.20 0.71 0.3768
H 1.64 0.48 0.53 0.3586